(1)
{"formula": "C14H6Cl24F4I2N2", "method": "ωB97M-V/def2-TZVPD", "spin_multiplicity": 1, "homo_ev": -9.340, "lumo_energy_ev": -0.5, "charge": 0, "homo_lumo_gap_ev": 8.83, "species": ["C", "C", "I", "C", "I", "C", "F", "C", "N", "C", "C", "N", "C", "F", "F", "F", "H", "H", "H", "H", "H", "H", "C", "Cl", "Cl", "Cl", "Cl", "C", "Cl", "Cl", "Cl", "Cl", "C", "Cl", "Cl", "Cl", "Cl", "C", "Cl", "Cl", "Cl", "Cl", "C", "Cl", "Cl", "Cl", "Cl", "C", "Cl", "Cl", "Cl", "Cl"], "xyz": [[-1.049, 1.462, 0.221], [0.418, 1.109, 0.549], [0.661, 1.137, 2.671], [1.384, 2.044, -0.247], [2.525, 3.394, 0.944], [2.316, 1.179, -1.133], [1.518, 0.410, -1.966], [3.078, 0.258, -0.242], [3.680, -0.403, 0.468], [3.357, 1.929, -2.021], [4.219, 0.936, -2.697], [4.895, 0.164, -3.199], [2.733, 2.876, -3.088], [2.930, 2.438, -4.316], [1.415, 3.028, -2.941], [3.279, 4.085, -2.998], [-1.123, 1.875, -0.792], [-1.469, 2.180, 0.928], [-1.669, 0.560, 0.245], [0.592, 0.073, 0.246], [0.767, 2.691, -0.856], [4.006, 2.514, -1.363], [1.463, -2.729, -4.483], [-0.208, -2.902, -3.936], [1.877, -1.023, -4.618], [2.542, -3.497, -3.315], [1.640, -3.508, -6.059], [-4.424, -1.977, -3.859], [-5.895, -2.931, -4.024], [-4.797, -0.404, -3.136], [-3.288, -2.831, -2.808], [-3.694, -1.726, -5.443], [-1.522, -3.384, 1.236], [-0.882, -4.628, 2.302], [-1.067, -1.782, 1.833], [-0.858, -3.582, -0.392], [-3.283, -3.508, 1.167], [-8.612, 0.430, -6.196], [-9.809, -0.868, -6.183], [-9.434, 1.990, -6.102], [-7.528, 0.244, -4.817], [-7.673, 0.349, -7.690], [1.415, 2.115, 7.394], [0.401, 3.554, 7.282], [0.952, 1.170, 8.805], [1.204, 1.133, 5.936], [3.110, 2.603, 7.519], [3.985, -1.650, 10.235], [3.441, -1.350, 11.888], [2.786, -2.636, 9.393], [4.167, -0.112, 9.391], [5.531, -2.500, 10.268]]}


(2)
{"formula": "C2H5FOS", "method": "ωB97M-V/def2-TZVPD", "relative_energy_kj_mol": 90.9, "spin_multiplicity": 1, "homo_ev": -9.676, "lumo_energy_ev": -0.1, "charge": 0, "homo_lumo_gap_ev": 9.62, "smiles": "CC=O.FS", "species": ["C", "C", "O", "F", "S", "H", "H", "H", "H", "H"], "xyz": [[-0.477, -0.468, 0.363], [-0.059, 0.772, -0.397], [-0.531, 1.865, -0.215], [3.684, -0.761, -0.281], [3.090, 0.663, 0.226], [0.239, -1.258, 0.170], [-0.385, -0.126, 1.331], [-1.530, -0.700, 0.283], [1.984, 0.163, 0.834], [0.733, 0.532, -1.251]]}


(3)
{"formula": "C20H17Br2F4NO3Tm", "method": "ωB97M-V/def2-TZVPD", "spin_multiplicity": 3, "homo_ev": [-16.766, -16.766], "lumo_energy_ev": [-12.0, -12.0], "charge": 3, "homo_lumo_gap_ev": [4.74, 4.79], "species": ["C", "C", "C", "C", "C", "C", "C", "O", "Br", "C", "C", "C", "C", "C", "C", "N", "C", "C", "F", "F", "C", "F", "F", "C", "O", "C", "Br", "C", "C", "O", "H", "H", "H", "H", "H", "H", "H", "H", "H", "H", "H", "H", "H", "H", "H", "H", "H", "Tm"], "xyz": [[-0.956, 0.562, 3.807], [-0.020, 1.546, 3.534], [0.868, 1.561, 2.342], [0.303, 0.893, 1.087], [-0.802, 1.505, 0.511], [-1.405, 2.777, 1.062], [-2.674, 2.442, 1.810], [-3.427, 1.585, 1.512], [-2.932, 3.490, 3.416], [-1.411, 0.945, -0.608], [-0.879, -0.201, -1.182], [0.253, -0.812, -0.634], [0.789, -2.092, -1.283], [2.115, -1.924, -2.104], [2.000, -1.352, -3.530], [1.775, 0.060, -3.512], [0.854, -0.270, 0.505], [2.095, -0.845, 1.175], [3.022, 0.135, 1.212], [2.674, -1.872, 0.498], [1.811, -1.380, 2.623], [1.878, -2.722, 2.612], [2.733, -0.900, 3.466], [-1.614, -0.747, -2.373], [-1.069, -1.266, -3.310], [-3.078, -0.560, -2.344], [-4.110, -1.916, -3.101], [-3.582, 0.543, -1.812], [-2.654, 1.532, -1.239], [-2.862, 2.709, -1.307], [-0.778, -0.044, 4.692], [-1.868, 0.419, 3.240], [0.097, 2.382, 4.223], [1.799, 1.134, 2.716], [1.060, 2.606, 2.121], [-1.616, 3.486, 0.273], [-0.762, 3.290, 1.761], [0.028, -2.592, -1.865], [1.013, -2.775, -0.467], [2.634, -2.896, -2.127], [2.747, -1.243, -1.553], [2.995, -1.490, -3.993], [1.293, -1.866, -4.170], [0.922, 0.357, -3.962], [1.915, 0.519, -2.624], [0.809, -1.113, 2.945], [-4.643, 0.719, -1.774], [2.834, -4.439, -2.554]]}


Q: Which formula does entry 2 have?
A: C2H5FOS